62
Properties=species:S:1:pos:R:3:forces:R:3 method="wB97M-V/def2-TZVPD" de_lowest_ev=3.442 orbital_gap_ev=7.772 energy_ev=-49786.841 mol_weight_g_mol=467.59 e_homo_ev=-8.13 max_force_ev_per_a=1.088
C -4.8941 -4.2963 -0.6401 0.049 0.000 0.030
N -3.5791 -4.0034 -0.1148 0.044 0.040 -0.010
C -2.5645 -4.0287 -1.1526 0.220 -0.143 0.070
C -1.1782 -3.8624 -0.5315 -0.148 -0.041 -0.281
N -1.1293 -2.5966 0.1622 -0.059 -0.165 -0.050
C 0.0511 -1.9105 0.2946 0.203 0.228 0.102
C 1.2928 -2.5540 0.1401 0.001 0.048 0.027
C 2.4871 -1.8909 0.3187 -0.011 -0.040 0.007
C 2.4786 -0.5530 0.6670 0.364 0.391 0.074
S 4.0152 0.3037 0.9489 -0.215 -0.384 -0.259
O 3.7099 1.6831 1.2340 -0.170 -0.091 -0.193
O 4.7950 -0.4158 1.9136 0.117 -0.184 -0.118
N 4.7511 0.0895 -0.5425 -0.517 -0.131 0.948
C 6.1995 0.0686 -0.5281 0.592 0.034 0.453
C 6.7887 1.4771 -0.4732 0.016 -0.142 -0.281
C 6.2569 2.3026 -1.6428 -0.087 0.117 0.232
C 4.7310 2.3314 -1.5925 0.088 -0.114 -0.164
C 4.1844 0.9033 -1.5965 -0.396 0.488 -0.263
C 1.2836 0.1248 0.7827 0.048 -0.031 0.044
C 0.0766 -0.5235 0.5702 0.259 -0.228 -0.118
N -1.0949 0.2663 0.6127 0.144 0.248 0.213
C -2.0219 0.3244 -0.3874 0.008 0.033 -0.012
O -2.0496 -0.4344 -1.3318 0.012 0.145 -0.107
C -3.0570 1.3895 -0.1970 -0.340 0.234 -0.103
C -2.7740 2.6343 0.3613 -0.013 -0.195 -0.052
C -3.7664 3.5869 0.4823 -0.188 0.035 -0.015
C -5.0608 3.3013 0.0471 0.699 -0.606 -0.086
C -6.0803 4.2729 0.1823 -0.365 0.356 0.051
N -6.9068 5.0587 0.2946 -0.276 0.261 0.036
C -5.3476 2.0643 -0.5317 0.044 0.154 0.084
C -4.3454 1.1256 -0.6583 0.184 -0.083 0.028
C -2.1616 -2.5093 1.1723 -0.315 0.105 0.198
C -3.5383 -2.7132 0.5465 0.117 0.012 0.238
H -5.6126 -4.2935 0.1784 -0.083 -0.013 -0.014
H -4.8841 -5.2875 -1.0909 -0.073 -0.035 -0.042
H -5.2216 -3.5685 -1.3991 -0.020 0.024 -0.029
H -2.6160 -4.9897 -1.6691 0.015 0.021 -0.015
H -2.7185 -3.2189 -1.8859 0.001 -0.056 -0.016
H -0.4376 -3.8663 -1.3310 0.012 -0.028 0.042
H -0.9896 -4.7021 0.1545 0.059 -0.021 -0.072
H 1.3126 -3.6081 -0.0831 -0.020 -0.105 -0.008
H 3.4321 -2.3999 0.2225 0.087 -0.170 -0.054
H 6.4906 -0.5106 0.3486 0.183 -0.049 -0.184
H 6.5338 -0.4519 -1.4325 -0.062 -0.007 0.055
H 6.4880 1.9415 0.4681 0.093 0.042 0.065
H 7.8781 1.4220 -0.5029 0.019 0.000 0.070
H 6.6518 3.3191 -1.5975 0.035 -0.016 -0.084
H 6.5851 1.8535 -2.5846 0.065 0.026 -0.068
H 4.4068 2.8216 -0.6737 -0.023 0.075 -0.099
H 4.3267 2.8789 -2.4457 -0.048 0.015 0.005
H 3.1014 0.9018 -1.4539 -0.024 0.013 -0.249
H 4.4109 0.4128 -2.5501 -0.073 -0.014 0.064
H 1.3134 1.1778 1.0216 -0.085 0.156 -0.032
H -1.0620 1.0395 1.2622 -0.150 -0.164 -0.070
H -1.7711 2.8869 0.6754 0.074 0.021 0.032
H -3.5482 4.5547 0.9090 0.004 0.048 0.011
H -6.3479 1.8550 -0.8799 -0.053 -0.011 -0.011
H -4.5447 0.1710 -1.1208 0.006 -0.071 -0.049
H -2.1184 -1.5475 1.6805 0.003 -0.106 -0.019
H -2.0024 -3.3049 1.9176 -0.032 0.090 0.019
H -4.2996 -2.6926 1.3303 0.023 0.017 -0.008
H -3.7384 -1.8951 -0.1650 -0.039 -0.032 0.037